(1)
Computed, not measured: a 2-piece molecular cluster, FH2O3PS overall, with ωB97M-V/def2-TZVPD.

Properties
Energy above the lowest of the compared OMol25 structures with the same formula, charge and spin   63.42 kcal per mole
Electronic energy   -29013.9290 eV
LUMO energy   -0.73 eV
Structure (SMILES)   O=P(O)=S.OF
Orbital gap   9.4 eV

```
! RIJCOSX wB97M-V def2-TZVPD def2/J DEFGRID3
* xyz 0 1
O 1.66 1.13 0.95
O 2.18 1.04 -1.59
O -1.48 -0.94 -1.07
F -0.27 -0.70 -0.41
P 2.18 0.29 -0.31
S 3.08 -1.26 0.36
H 2.05 0.82 1.72
H -1.17 -1.44 -1.85
*
```

---

(2)
Computed, not measured: a 2-piece molecular cluster, FH2OP overall, with ωB97M-V/def2-TZVPD.

Properties
Energy above the lowest of the compared OMol25 structures with the same formula, charge and spin   183.22 kcal per mole
Electronic energy   -14078.8990 eV
LUMO energy (alpha / beta)   -1.59 / -2.47 eV
Orbital gap (alpha / beta)   9.4 / 6.9 eV

```
! RIJCOSX wB97M-V def2-TZVPD def2/J DEFGRID3
* xyz 0 1
O -2.83 -0.09 -0.84
F -3.25 0.01 0.48
P -0.04 -0.81 -0.09
H -1.02 -1.82 -0.58
H -0.58 -0.87 1.11
*
```

---

(3)
Computed, not measured: FH3N2O2S as an isolated structure, with ωB97M-V/def2-TZVPD.

Properties
Energy above the lowest of the compared OMol25 structures with the same formula, charge and spin   57.31 kcal per mole
Electronic energy   -20672.6674 eV
LUMO energy   0.22 eV
Orbital gap   11.1 eV

```
! RIJCOSX wB97M-V def2-TZVPD def2/J DEFGRID3
* xyz 0 1
N 1.03 0.63 0.65
N -0.95 0.33 -0.87
O -0.46 -1.41 1.04
O 0.95 -1.17 -0.99
F -1.90 0.93 0.07
S 0.13 -0.57 0.02
H 0.80 1.20 1.46
H 1.99 0.54 0.30
H -1.59 -0.48 -1.68
*
```

---

(4)
Computed, not measured: one molecule with the formula FH3N2OS, with ωB97M-V/def2-TZVPD.

Properties
Energy above the lowest of the compared OMol25 structures with the same formula, charge and spin   4.48 kcal per mole
Electronic energy   -18627.1866 eV
LUMO energy   0.32 eV
Structure (SMILES)   N=[S@@](N)(=O)F
Orbital gap   10.6 eV

```
! RIJCOSX wB97M-V def2-TZVPD def2/J DEFGRID3
* xyz 0 1
N 0.66 1.35 0.91
N -0.37 -0.65 -0.68
O 1.86 0.48 -1.11
F 1.39 -1.08 0.94
S 0.92 0.18 -0.09
H 0.40 0.80 1.72
H -1.27 -0.84 -0.21
H -0.27 -0.78 -1.70
*
```

---

(5)
Computed, not measured: a 2-piece molecular cluster, FHN2O3 overall, with ωB97M-V/def2-TZVPD.

Properties
Energy above the lowest of the compared OMol25 structures with the same formula, charge and spin   82.24 kcal per mole
Electronic energy   -11847.1790 eV
LUMO energy (alpha / beta)   -3.25 / -3.25 eV
Orbital gap (alpha / beta)   8.4 / 8.4 eV

```
! RIJCOSX wB97M-V def2-TZVPD def2/J DEFGRID3
* xyz 0 1
N 2.20 1.13 -0.40
N 0.72 1.02 -0.03
O 2.67 0.13 -0.81
O 2.59 2.25 -0.13
O 0.41 -0.24 -0.13
F -0.01 1.88 -1.86
H -0.53 -0.45 0.30
*
```

---

(6)
Computed, not measured: a 2-piece molecular cluster, FHN6 overall, with ωB97M-V/def2-TZVPD.

Properties
Energy above the lowest of the compared OMol25 structures with the same formula, charge and spin   0.00 kcal per mole
Electronic energy   -11667.7973 eV
LUMO energy   -0.68 eV
Orbital gap   9.4 eV

```
! RIJCOSX wB97M-V def2-TZVPD def2/J DEFGRID3
* xyz 0 1
N -2.36 -1.02 2.05
N 2.67 1.39 -0.89
N -1.31 -1.09 1.62
N 2.67 0.32 -0.64
N -0.27 -0.93 1.06
N 2.58 -0.84 -0.34
F 3.58 -1.29 0.53
H 0.52 -1.62 1.15
*
```

---

(7)
Computed, not measured: a 3-piece molecular cluster, FHNO overall, with ωB97M-V/def2-TZVPD.

Properties
Energy above the lowest of the compared OMol25 structures with the same formula, charge and spin   44.10 kcal per mole
Electronic energy   -6267.0822 eV
LUMO energy (alpha / beta)   4.41 / 5.42 eV
Orbital gap (alpha / beta)   6.5 / 9.3 eV

```
! RIJCOSX wB97M-V def2-TZVPD def2/J DEFGRID3
* xyz -1 1
N -1.80 -0.27 -0.48
O -2.29 -1.08 0.21
F -2.48 1.24 0.09
H 0.27 -0.86 -0.15
*
```

---

(8)
Computed, not measured: a 2-piece molecular cluster, FHNO3P overall, with ωB97M-V/def2-TZVPD.

Properties
Energy above the lowest of the compared OMol25 structures with the same formula, charge and spin   38.23 kcal per mole
Electronic energy   -19652.6852 eV
LUMO energy   7.01 eV
Orbital gap   5.3 eV

```
! RIJCOSX wB97M-V def2-TZVPD def2/J DEFGRID3
* xyz -2 1
N 1.25 -0.02 0.54
O -2.48 -1.46 -0.64
O -2.49 1.05 -0.92
O -2.32 -0.16 1.49
F 2.43 -0.49 -0.23
P -2.18 -0.14 -0.01
H 0.28 -0.25 0.08
*
```

---

(9)
Computed, not measured: one molecule with the formula FHNP, with ωB97M-V/def2-TZVPD.

Properties
Energy above the lowest of the compared OMol25 structures with the same formula, charge and spin   0.00 kcal per mole
Electronic energy   -13507.3360 eV
LUMO energy (alpha / beta)   -0.21 / -3.27 eV
Orbital gap (alpha / beta)   7.3 / 8.5 eV

```
! RIJCOSX wB97M-V def2-TZVPD def2/J DEFGRID3
* xyz 0 3
N -2.49 0.63 -0.02
F -1.09 -1.50 0.01
P -1.12 0.14 -0.02
H 0.36 0.21 0.24
*
```

---

(10)
Computed, not measured: one molecule with the formula FHO3S2, with ωB97M-V/def2-TZVPD.

Properties
Energy above the lowest of the compared OMol25 structures with the same formula, charge and spin   0.00 kcal per mole
Electronic energy   -30544.4181 eV
LUMO energy   -0.22 eV
Orbital gap   10.4 eV

```
! RIJCOSX wB97M-V def2-TZVPD def2/J DEFGRID3
* xyz 0 1
O -2.21 0.70 -0.23
O 0.03 -0.11 0.49
O 1.99 1.64 0.24
F -1.68 -1.69 -0.57
S 1.36 0.51 -0.42
S -1.61 -0.38 0.47
H 2.12 -0.67 0.03
*
```

---

(11)
Computed, not measured: a 2-piece molecular cluster, FHOS overall, with ωB97M-V/def2-TZVPD.

Properties
Energy above the lowest of the compared OMol25 structures with the same formula, charge and spin   28.41 kcal per mole
Electronic energy   -15613.8154 eV
LUMO energy   -2.13 eV
Structure (SMILES)   O=S.F
Orbital gap   6.5 eV

```
! RIJCOSX wB97M-V def2-TZVPD def2/J DEFGRID3
* xyz 0 1
H -2.13 0.75 0.32
O 2.51 -0.88 -0.27
F -1.70 0.39 -0.42
S 1.31 -0.26 0.38
*
```

---

(12)
Computed, not measured: FI2PS as an isolated structure, with ωB97M-V/def2-TZVPD.

Properties
Energy above the lowest of the compared OMol25 structures with the same formula, charge and spin   44.16 kcal per mole
Electronic energy   -39043.0775 eV
LUMO energy   -2.08 eV
Orbital gap   7.9 eV

```
! RIJCOSX wB97M-V def2-TZVPD def2/J DEFGRID3
* xyz 0 1
F 0.48 0.19 -1.93
P -0.21 -0.06 0.08
S -2.12 -0.20 0.06
I 0.69 1.92 1.03
I 1.17 -1.85 0.77
*
```

---

(13)
Computed, not measured: a 2-piece molecular cluster, FIO2S overall, with ωB97M-V/def2-TZVPD.

Properties
Energy above the lowest of the compared OMol25 structures with the same formula, charge and spin   78.18 kcal per mole
Electronic energy   -25744.2765 eV
LUMO energy (alpha / beta)   -5.45 / -5.45 eV
Orbital gap (alpha / beta)   4.6 / 4.5 eV

```
! RIJCOSX wB97M-V def2-TZVPD def2/J DEFGRID3
* xyz 0 1
O 0.13 -1.70 0.56
O -0.44 0.46 1.58
F -1.65 -0.11 -0.57
S -0.19 -0.28 0.42
I 2.15 1.63 -1.99
*
```

---

(14)
Computed, not measured: one molecule with the formula FN5, with ωB97M-V/def2-TZVPD.

Properties
Energy above the lowest of the compared OMol25 structures with the same formula, charge and spin   0.00 kcal per mole
Electronic energy   -10162.6482 eV
LUMO energy   -0.07 eV
Structure (SMILES)   Fn1nnnn1
Orbital gap   12.2 eV

```
! RIJCOSX wB97M-V def2-TZVPD def2/J DEFGRID3
* xyz 0 1
N 0.38 -1.07 -0.79
N -0.65 -1.32 0.01
N 0.80 0.10 -0.69
N -0.89 -0.22 0.65
N 0.04 0.58 0.25
F 0.31 1.93 0.57
*
```

---

(15)
Computed, not measured: FNO3S2 as an isolated structure, with ωB97M-V/def2-TZVPD.

Properties
Energy above the lowest of the compared OMol25 structures with the same formula, charge and spin   55.98 kcal per mole
Electronic energy   -32015.7872 eV
LUMO energy (alpha / beta)   -3.19 / -3.19 eV
Orbital gap (alpha / beta)   7.5 / 7.5 eV

```
! RIJCOSX wB97M-V def2-TZVPD def2/J DEFGRID3
* xyz 0 1
N -0.58 0.03 -1.29
O 2.79 1.32 -0.25
O 0.93 0.19 0.79
O -1.12 -1.59 0.62
F -1.39 0.83 1.05
S 1.38 1.34 -0.13
S -0.70 -0.35 0.09
*
```

---

(16)
Computed, not measured: FO3S as an isolated structure, with ωB97M-V/def2-TZVPD.

Properties
Energy above the lowest of the compared OMol25 structures with the same formula, charge and spin   0.00 kcal per mole
Electronic energy   -19696.9334 eV
LUMO energy   4.25 eV
Orbital gap   10.4 eV

```
! RIJCOSX wB97M-V def2-TZVPD def2/J DEFGRID3
* xyz -1 1
O 0.95 1.08 -0.34
O -1.11 -0.08 -1.01
O -0.61 0.26 1.37
F 1.03 -1.50 0.14
S -0.12 0.19 0.01
*
```

---

(17)
Computed, not measured: a 2-piece molecular cluster, FO4P overall, with ωB97M-V/def2-TZVPD.

Properties
Energy above the lowest of the compared OMol25 structures with the same formula, charge and spin   11.58 kcal per mole
Electronic energy   -20193.8559 eV
LUMO energy   7.22 eV
Orbital gap   6.3 eV

```
! RIJCOSX wB97M-V def2-TZVPD def2/J DEFGRID3
* xyz -2 1
O -1.50 0.30 1.20
O -0.01 -1.85 1.29
O 1.07 0.51 1.21
O -0.03 0.17 -2.08
F 0.61 1.26 -2.69
P -0.13 -0.39 1.07
*
```